1.
61
Properties=species:S:1:pos:R:3:forces:R:3:mulliken_charge:R:1 method="wB97M-V/def2-TZVPD" energy_ha=-1340.15405 e_lumo_ev=0.782 homo_energy_ev=-7.94 homo_lumo_gap_ev=8.72 e_above_lowest_ev=2.156 smiles="COc1cccc(-c2ccc(NC(=O)[C@@H]3CCCN(CCCn4cccn4)C3)cc2)c1"
C -6.990032 1.088387 2.013849 -0.1 -0.2 -0.1 -0.792
O -6.565177 2.354410 2.453722 0.2 0.3 0.1 -0.466
C -5.310990 2.774131 2.120038 0.0 0.1 0.1 0.830
C -4.946393 4.033310 2.599764 -0.1 -0.1 0.0 -0.535
C -3.698347 4.545575 2.313409 -0.1 0.0 0.0 -0.573
C -2.799447 3.822274 1.548446 0.1 -0.1 -0.1 -0.834
C -3.149237 2.566548 1.064297 -0.1 0.3 0.2 0.003
C -2.203733 1.786011 0.253638 0.2 -0.2 -0.1 0.199
C -2.055385 0.414345 0.442219 0.0 0.3 -0.1 -0.953
C -1.158616 -0.323267 -0.304379 0.1 -0.2 -0.1 -0.303
C -0.381137 0.303368 -1.272794 -0.3 0.1 0.1 0.586
N 0.574407 -0.371122 -2.036328 0.1 0.4 -0.1 0.139
C 0.815088 -1.711830 -2.116603 0.2 0.0 -0.4 -0.148
O 0.128573 -2.559226 -1.586305 -0.1 -0.1 0.1 -0.671
C 2.056524 -2.023876 -2.943274 0.2 -0.3 0.2 0.439
C 2.133947 -3.522711 -3.257832 0.0 0.0 -0.1 -1.022
C 3.583009 -3.968069 -3.423215 -0.1 0.1 0.1 -0.718
C 4.356839 -3.761895 -2.108736 0.3 0.0 -0.2 -0.933
N 3.877580 -2.627755 -1.335807 -0.1 -0.1 0.0 0.417
C 3.097468 -2.935001 -0.151893 0.3 0.0 0.4 -0.440
C 3.949457 -2.746219 1.109355 -0.2 0.3 -0.2 -0.955
C 4.403341 -1.291651 1.251733 0.4 -0.6 0.0 -0.892
N 3.294044 -0.382345 1.354452 -0.3 0.1 0.3 0.672
C 2.392195 -0.290274 2.350501 -0.2 0.1 0.0 -0.302
C 1.518403 0.717683 2.013233 0.0 -0.1 0.1 -0.779
C 1.984087 1.179860 0.777785 0.0 -0.1 0.2 -0.475
N 3.050487 0.502646 0.392667 0.3 0.4 -0.6 -0.839
C 3.341375 -1.589971 -2.174227 -0.1 0.2 -0.2 -1.032
C -0.531237 1.674276 -1.478409 0.0 -0.2 0.0 -0.815
C -1.425940 2.403115 -0.724279 0.0 -0.1 0.1 -0.757
C -4.409484 2.046745 1.356195 -0.2 -0.1 0.0 -0.431
H -8.000052 0.965163 2.401893 0.1 0.0 -0.1 0.233
H -7.013609 1.027692 0.920754 0.0 0.0 0.0 0.319
H -6.352445 0.290062 2.407900 0.0 0.0 0.0 0.329
H -5.659496 4.584437 3.191767 -0.1 0.1 0.1 0.431
H -3.421565 5.518565 2.691910 0.0 0.1 0.0 0.379
H -1.817427 4.221487 1.344617 0.1 0.0 0.0 0.494
H -2.632916 -0.082495 1.207869 -0.1 0.0 0.1 0.464
H -1.053642 -1.382218 -0.139928 0.0 0.0 0.0 0.528
H 1.189929 0.234596 -2.561801 0.0 -0.2 0.1 0.277
H 2.002761 -1.444018 -3.870611 0.0 0.0 0.0 0.631
H 1.668581 -4.073100 -2.437389 0.0 0.0 -0.1 0.257
H 1.564229 -3.742607 -4.162283 -0.1 -0.1 0.1 0.507
H 3.621028 -5.019754 -3.708855 0.1 0.0 -0.1 0.433
H 4.045101 -3.390726 -4.227102 0.1 0.0 -0.1 0.305
H 5.419630 -3.601172 -2.334212 0.0 -0.2 0.0 0.297
H 4.285857 -4.658192 -1.489627 0.0 0.0 0.0 0.475
H 2.714490 -3.961517 -0.170782 -0.1 0.1 -0.1 0.498
H 2.233880 -2.270439 -0.087429 0.0 -0.1 0.0 -0.016
H 3.368719 -3.045691 1.983459 0.0 -0.1 0.1 0.429
H 4.836074 -3.378100 1.048771 0.0 -0.1 0.0 0.404
H 5.042472 -1.182670 2.134458 0.0 0.1 -0.1 0.351
H 4.963548 -1.002665 0.360982 0.0 0.0 0.1 0.417
H 2.436077 -0.924685 3.212755 0.0 -0.2 0.2 0.445
H 0.671186 1.069744 2.564425 -0.2 0.0 0.2 0.494
H 1.591272 1.970806 0.171156 -0.1 0.1 -0.1 0.751
H 4.116371 -1.330182 -2.901117 -0.1 0.1 0.0 0.375
H 3.149382 -0.707297 -1.557627 0.1 0.0 -0.2 0.398
H 0.065913 2.168178 -2.233474 0.0 0.1 -0.1 0.365
H -1.537376 3.462177 -0.904797 0.0 0.1 0.0 0.528
H -4.674052 1.080377 0.956460 -0.1 -0.1 0.0 0.582

2.
47
Properties=species:S:1:pos:R:3:forces:R:3:mulliken_charge:R:1 method="wB97M-V/def2-TZVPD" energy_ha=-1728.24227 e_lumo_ev=0.215 homo_energy_ev=-8.63 homo_lumo_gap_ev=8.84 e_above_lowest_ev=2.405 smiles="COc1ccc(C(=O)Nc2ccc(S(=O)(=O)Nc3nccnc3OC)cc2)cc1"
C -8.624445 -0.600981 -1.531902 -0.1 0.0 -0.2 -0.833
O -8.033433 -0.663839 -0.254798 0.2 0.0 0.3 -0.449
C -6.736300 -0.305207 -0.112877 0.2 0.1 0.1 0.892
C -5.909434 0.130098 -1.146082 -0.4 -0.1 -0.1 -0.498
C -4.591111 0.460168 -0.888914 0.2 0.0 0.3 -0.792
C -4.070305 0.371567 0.397587 -0.3 0.0 -0.1 0.212
C -2.674372 0.737901 0.748302 0.1 -0.1 -0.2 0.640
O -2.366348 1.151291 1.845248 0.0 0.0 0.1 -0.646
N -1.774469 0.539961 -0.274583 -0.2 -0.1 -0.3 -0.131
C -0.410309 0.797629 -0.292252 0.5 0.1 0.1 0.843
C 0.321202 0.362688 -1.402109 0.0 0.0 0.1 -0.777
C 1.682428 0.582754 -1.471219 -0.1 0.0 -0.1 -0.671
C 2.314742 1.236317 -0.430558 0.6 0.1 0.0 0.066
S 4.084164 1.448269 -0.496127 0.2 -0.1 -0.4 1.391
O 4.586711 1.939930 0.743717 -0.3 -0.1 0.1 -0.641
O 4.448780 2.152335 -1.690708 -0.1 -0.1 -0.2 -0.752
N 4.653508 -0.132545 -0.802898 0.2 1.1 0.1 -0.242
C 3.967117 -1.278184 -0.491422 -0.6 -0.9 0.4 0.248
N 3.962277 -2.262331 -1.369330 0.2 0.6 0.2 -0.675
C 3.293928 -3.377538 -1.059318 -0.1 -0.1 0.0 -0.289
C 2.603668 -3.495085 0.122119 0.0 0.0 -0.1 -0.450
N 2.602354 -2.509963 1.027571 0.2 0.5 0.0 -0.553
C 3.282299 -1.420574 0.749153 -0.2 -0.7 -0.1 0.885
O 3.349846 -0.418432 1.627464 0.3 -0.2 -0.2 -0.286
C 2.656847 -0.606267 2.850074 -0.2 -0.1 0.3 -0.849
C 1.605065 1.693411 0.662091 0.0 0.0 -0.1 -0.650
C 0.242368 1.478169 0.738033 -0.1 0.1 0.1 -0.618
C -4.912892 -0.037189 1.433888 0.1 0.0 -0.1 -0.582
C -6.219680 -0.380514 1.185070 -0.2 0.0 -0.2 -0.553
H -9.652538 -0.931939 -1.395953 0.1 0.0 -0.1 0.240
H -8.622888 0.420361 -1.924950 0.0 0.0 0.0 0.341
H -8.121386 -1.266531 -2.240312 0.0 0.0 0.0 0.338
H -6.283538 0.222734 -2.153445 -0.1 0.0 -0.1 0.403
H -3.987766 0.827853 -1.707417 0.0 0.0 -0.1 0.396
H -2.130339 0.084641 -1.103530 0.0 0.1 0.2 0.181
H -0.182055 -0.154068 -2.206906 0.0 -0.1 -0.1 0.355
H 2.253792 0.253135 -2.324745 0.0 -0.1 -0.1 0.450
H 5.102958 -0.180427 -1.708018 0.0 0.1 -0.1 0.366
H 3.327279 -4.163198 -1.799128 -0.1 -0.1 0.0 0.421
H 2.037446 -4.374702 0.388976 0.0 -0.1 -0.1 0.435
H 1.579699 -0.657977 2.674521 0.1 0.0 0.0 0.323
H 2.981277 -1.528794 3.335335 0.0 0.1 0.0 0.391
H 2.903976 0.257415 3.461943 0.0 0.0 0.0 0.245
H 2.140634 2.201163 1.447400 0.0 0.1 0.2 0.519
H -0.322890 1.819425 1.589067 0.0 0.0 0.0 0.520
H -4.511769 -0.081108 2.434658 0.0 0.0 0.1 0.414
H -6.874322 -0.706915 1.977051 -0.1 0.0 0.1 0.423

3.
103
Properties=species:S:1:pos:R:3:forces:R:3:mulliken_charge:R:1 method="wB97M-V/def2-TZVPD" total_charge=-2 energy_ha=-4153.44581 e_lumo_ev=3.838 homo_energy_ev=-2.57 homo_lumo_gap_ev=6.40 e_above_lowest_ev=0.482
Cs 0.255630 -3.264414 -0.984022 0.2 0.6 0.8 1.642
C -3.028434 -1.789198 0.738894 0.0 -0.1 -0.1 -0.627
C -3.905056 -0.620616 1.201547 0.1 -0.1 0.2 1.086
C -4.804726 -1.059047 2.353946 -0.1 0.0 0.0 -1.885
C -3.007361 0.517042 1.613152 0.0 0.0 0.0 -0.394
C -2.779364 1.056156 2.893804 0.1 0.0 0.1 -0.537
C -1.727796 1.940648 2.728909 0.0 -0.1 0.0 0.185
C -1.034644 2.678873 3.848830 0.0 -0.1 -0.1 0.086
C -1.317368 4.179636 3.879758 -0.1 0.1 0.0 -1.386
C 0.471235 2.414290 3.940252 0.1 0.0 0.0 -0.986
N -1.401194 1.927659 1.413022 -0.1 0.1 0.0 1.038
N -2.176519 1.053294 0.737618 -0.2 0.0 0.0 -0.913
B -0.129956 2.453426 0.713573 0.1 0.1 0.0 -0.061
N -0.308994 2.503222 -0.825866 0.0 0.1 -0.1 0.790
N -0.157125 1.359892 -1.535552 0.1 0.0 0.0 -0.368
C -0.390466 1.655776 -2.800162 -0.1 0.0 0.0 -0.113
C -0.695217 3.022726 -2.937788 -0.1 0.0 0.1 -1.167
C -0.649967 3.529152 -1.653908 0.1 -0.1 0.0 0.613
C -1.011878 4.945262 -1.292154 0.0 0.0 -0.1 0.172
C 0.173656 5.809413 -0.863647 0.0 0.0 0.0 -1.346
C -2.165716 5.036904 -0.295872 0.0 0.0 0.0 -1.303
C -0.376663 0.603131 -3.877499 -0.1 0.1 0.1 0.500
C -0.767087 -0.754381 -3.311468 0.0 -0.1 0.0 -0.788
C 0.967107 0.550955 -4.602988 0.1 -0.1 0.0 -1.546
N 1.027398 1.489186 1.098293 -0.1 -0.2 0.0 0.908
N 0.738903 0.249027 1.552566 0.1 0.0 0.0 -0.461
C 1.886579 -0.301242 1.917172 0.0 0.1 0.0 -0.628
C 2.955276 0.597741 1.705200 -0.1 0.0 0.0 -0.374
C 2.354059 1.726743 1.180406 0.0 0.0 -0.1 -0.378
C 2.955900 3.004138 0.681647 0.0 -0.1 0.0 1.618
C 3.254125 2.912197 -0.816973 0.0 0.0 -0.1 -1.359
C 4.195186 3.392346 1.480183 0.1 0.0 0.0 -1.762
C 1.932601 -1.707469 2.454241 0.0 0.0 -0.1 1.641
C 2.660498 -1.781725 3.792927 0.0 0.0 0.1 -1.682
C 0.531297 -2.309628 2.509866 0.2 0.1 -0.2 -1.015
H -3.609273 -2.658856 0.422211 0.0 0.1 0.0 0.265
H -2.369225 -2.091462 1.560156 -0.1 0.0 0.0 0.037
H -2.391836 -1.495261 -0.097041 -0.1 0.1 0.0 -0.070
H -4.550266 -0.297782 0.379207 0.1 0.0 -0.1 0.261
H -4.204510 -1.371808 3.212991 0.0 0.0 0.0 0.287
H -5.425546 -1.907378 2.056340 0.0 0.0 0.0 0.444
H -5.461658 -0.247540 2.680375 0.0 0.0 0.0 0.415
H -3.258180 0.813195 3.830713 0.0 0.0 0.0 0.369
H -1.490837 2.255144 4.748072 0.0 0.0 0.1 0.465
H -0.974201 4.660132 2.967649 0.1 0.0 -0.2 0.073
H -0.790804 4.647333 4.718928 0.0 0.0 0.0 0.438
H -2.386484 4.380271 3.985641 0.0 0.0 0.0 0.359
H 1.020689 3.013402 3.210019 -0.1 0.0 0.1 0.006
H 0.712780 1.366947 3.747356 0.0 0.1 0.1 -0.015
H 0.832080 2.684731 4.937717 0.0 0.0 0.0 0.576
H 0.131752 3.573182 1.109122 -0.1 -0.1 0.0 -0.050
H -0.975065 3.566564 -3.828877 0.0 0.0 0.0 0.396
H -1.379521 5.357912 -2.236272 0.0 0.0 0.0 0.384
H 0.598454 5.448381 0.070530 0.0 -0.1 0.1 0.070
H -0.147064 6.844498 -0.703715 0.0 0.0 0.0 0.463
H 0.961301 5.798377 -1.620343 0.0 0.0 0.0 0.313
H -1.825083 4.792460 0.705156 0.0 -0.1 0.2 0.035
H -2.967174 4.340962 -0.547912 0.0 0.0 0.0 0.316
H -2.572554 6.053391 -0.280058 0.0 0.0 0.0 0.509
H -1.145249 0.894248 -4.601978 0.0 0.0 -0.1 0.337
H -0.038272 -1.061942 -2.566428 0.1 0.1 -0.1 -0.595
H -0.810908 -1.523273 -4.086964 0.0 0.0 0.0 0.348
H -1.732081 -0.707170 -2.803912 0.0 0.0 0.0 0.334
H 1.761308 0.273897 -3.904129 0.0 0.0 0.0 0.213
H 1.222055 1.524139 -5.029066 0.0 0.0 0.0 0.411
H 0.952445 -0.191008 -5.406979 0.0 0.0 0.0 0.428
H 4.006095 0.439779 1.895466 0.0 0.0 0.0 0.340
H 2.202212 3.777618 0.816785 -0.1 0.2 0.0 -0.483
H 4.013025 2.147400 -1.006266 0.0 0.0 0.0 0.359
H 3.619725 3.869630 -1.203655 0.0 0.0 0.0 0.376
H 2.352560 2.637486 -1.370280 0.1 0.0 0.0 0.125
H 4.980054 2.638125 1.369583 0.0 0.0 0.0 0.301
H 3.968658 3.482988 2.544916 0.0 0.0 0.0 0.373
H 4.598622 4.345116 1.124100 0.0 0.0 0.0 0.424
H 2.497948 -2.309830 1.731157 0.0 0.0 0.0 -0.173
H 2.127085 -1.203256 4.554497 0.0 0.0 0.0 0.320
H 3.674634 -1.381144 3.720038 0.0 0.0 0.0 0.393
H 2.730505 -2.818598 4.134334 0.0 0.0 0.0 0.418
H -0.143247 -1.790019 3.194377 0.1 0.0 0.0 0.339
H 0.572651 -3.372506 2.758413 0.0 0.0 0.0 0.436
H 0.125920 -2.172358 1.511613 -0.4 -0.1 0.2 -0.556
Cl 2.824908 -2.879231 -2.802726 0.5 -0.3 -0.1 -0.181
C 3.151188 -4.449795 -1.958629 0.2 0.2 -0.4 1.435
C 3.047443 -4.494330 -0.597710 0.2 0.1 0.1 -1.814
C 3.304200 -5.717585 -0.037803 0.1 -0.2 0.1 1.203
Cl 3.192836 -5.890593 1.738673 0.0 0.0 -0.1 -0.270
C 3.657545 -6.853630 -0.761251 0.0 0.1 -0.1 -0.705
Cl 3.976498 -8.383781 -0.002070 0.0 0.0 0.0 -0.222
C 3.759553 -6.747187 -2.149818 0.0 0.0 0.0 0.756
Cl 4.200116 -8.127983 -3.100198 0.0 0.0 0.0 -0.231
C 3.504579 -5.524477 -2.770924 0.0 -0.1 0.1 -0.801
Cl 3.638062 -5.394604 -4.494282 0.0 0.0 0.0 -0.220
C -2.078492 -5.024913 -3.941388 0.0 0.0 -0.2 -1.095
C -2.724261 -4.808828 -2.564292 0.1 0.1 0.1 0.303
C -3.868917 -3.792757 -2.688502 -0.1 0.0 0.0 -0.935
O -1.796055 -4.393465 -1.654972 -1.1 -0.7 -0.5 -0.762
H -2.781850 -5.407300 -4.694777 0.0 0.0 0.1 0.391
H -1.249231 -5.731210 -3.851364 0.0 0.0 0.0 0.249
H -1.671048 -4.073513 -4.304319 0.0 0.0 0.0 0.142
H -3.188387 -5.782484 -2.282175 -0.1 0.0 0.0 0.075
H -3.456212 -2.827643 -3.003509 0.0 0.0 0.0 0.099
H -4.336267 -3.648343 -1.711487 0.0 0.0 0.0 0.173
H -4.643644 -4.093583 -3.407972 0.1 0.0 0.0 0.397